(1)
# C3H4LiO3Tl

A molecular structure, C3H4LiO3Tl (ωB97M-V/def2-TZVPD, the Open Molecules 2025 dataset).

```
12
Properties=species:S:1:pos:R:3
H 1.201 -0.258 0.864
C 0.630 0.664 -1.160
C 1.787 0.098 -0.632
O 0.147 -0.301 1.652
C -0.900 -0.070 1.042
O -2.038 -0.461 1.169
O -0.582 0.359 -0.692
Li -2.870 -1.403 2.663
H 0.678 1.634 -1.672
H 1.950 -0.959 -0.858
H 2.658 0.759 -0.649
Tl -2.662 -0.062 -1.729
```

## Properties
Largest force on an atom   3.942 eV Å⁻¹
Orbital gap   8.8 eV
DFT total energy   -521.78608 Eh
Energy above the lowest of the compared OMol25 structures with the same formula, charge and spin   0.0 kJ/mol
Total charge   +2



(2)
# C32H36N7O4S3Sn

A molecular structure, C32H36N7O4S3Sn (ωB97M-V/def2-TZVPD, the Open Molecules 2025 dataset).

```
83
Properties=species:S:1:pos:R:3
Sn -0.188 0.463 -0.405
C -0.389 -3.204 0.435
C 0.950 -3.195 -0.274
O 0.967 -2.114 -1.184
C 2.228 -1.813 -1.757
C 3.239 -1.350 -0.715
O 2.559 -0.502 0.178
C 3.317 -0.061 1.279
C 2.372 0.567 2.302
O 1.144 -0.128 2.428
C 1.217 -1.482 2.789
C -0.158 -2.095 2.583
O -0.630 -2.071 1.249
H -0.486 -4.128 1.020
H -1.170 -3.175 -0.327
H 1.064 -4.143 -0.816
H 1.767 -3.115 0.449
H 2.025 -1.004 -2.459
H 2.631 -2.674 -2.301
H 4.061 -0.829 -1.223
H 3.667 -2.199 -0.163
H 4.058 0.689 0.977
H 3.855 -0.913 1.717
H 2.096 1.568 1.974
H 2.890 0.627 3.268
H 1.492 -1.586 3.850
H 1.962 -2.019 2.194
H -0.870 -1.500 3.160
H -0.148 -3.124 2.968
S -2.664 -0.575 -1.269
C -2.104 -1.196 -2.793
C -2.732 -2.328 -3.337
C -2.336 -2.901 -4.536
C -2.993 -4.095 -5.007
N -3.518 -5.056 -5.360
C -1.287 -2.321 -5.262
C -0.660 -1.193 -4.747
C -1.026 -0.625 -3.526
S -0.118 0.778 -2.974
C -0.838 -2.885 -6.507
N -0.458 -3.322 -7.502
H -3.552 -2.774 -2.788
H 0.150 -0.741 -5.305
N -0.271 4.845 -0.193
C -1.250 4.186 0.480
N -1.989 3.333 -0.260
S -1.563 4.495 2.102
H 0.200 4.317 -0.917
H 0.345 5.361 0.411
H -1.680 3.051 -1.182
H -2.546 2.656 0.239
N 8.257 5.691 -3.250
C 7.268 5.225 -2.889
C 6.033 4.638 -2.432
C 4.838 5.349 -2.525
C 3.656 4.786 -2.084
C 3.628 3.493 -1.540
C 4.838 2.791 -1.459
C 6.024 3.351 -1.896
C 2.396 2.908 -1.101
C 1.333 2.398 -0.767
H 4.845 6.344 -2.951
H 2.730 5.338 -2.162
H 4.834 1.787 -1.058
H 6.950 2.798 -1.829
N -2.195 1.092 1.698
C -2.854 0.677 2.553
N -3.610 0.204 3.533
C -3.888 1.010 4.718
C -3.330 0.327 5.990
C -2.850 -1.094 5.681
C -3.910 -1.840 4.871
C -4.120 -1.166 3.498
H -4.969 1.144 4.803
H -3.447 1.990 4.564
H -4.115 0.281 6.748
H -2.510 0.914 6.406
H -2.637 -1.625 6.609
H -1.921 -1.050 5.111
H -4.846 -1.841 5.435
H -3.622 -2.882 4.723
H -5.179 -1.159 3.233
H -3.586 -1.693 2.709
```

## Properties
Largest force on an atom   0.426 eV Å⁻¹
Orbital gap   6.3 eV
DFT total energy   -3334.09772 Eh
Total charge   -1